ORCA calculation (ωB97M-V with the def2-TZVPD basis set) on C29H17MnN6O3S5 as an isolated structure.

Last column: Löwdin charge in e.
Positions of all 61 atoms, in Å:
Mn1 -0.4778 -0.2214 0.8268  0.233
S1 -4.1653 6.0100 -2.8174  0.547
S2 -1.4075 1.3046 -0.8882  0.615
S3 -1.4167 -1.6529 2.4784  0.662
S4 -1.4365 -1.8867 -0.5889  0.668
S5 -2.9076 3.9747 -1.0786  0.942
O1 0.7255 -0.2946 -0.2470  -0.459
O2 6.1813 -4.1464 1.4911  0.132
O3 6.7921 -2.9512 3.2223  0.122
N1 1.0935 -0.1180 2.2079  0.023
N2 1.9586 -7.0556 -0.7031  0.155
N3 1.9897 -6.7375 3.3453  0.154
N4 -1.2185 1.2057 2.0896  -0.056
N5 -2.7830 3.7530 -3.5620  -0.135
N6 -2.1383 2.6064 -3.0764  -0.001
C1 5.9695 -3.1753 2.3881  -0.488
C2 -3.2908 4.6031 -2.6562  -1.095
C3 0.8721 0.7480 3.1132  -0.064
C4 1.4126 -6.1989 -0.1727  -0.192
C5 -0.3824 1.4960 3.0998  -0.244
C6 -2.3785 1.8609 2.0471  -0.131
C7 -3.2925 4.9886 -7.0379  -0.093
C8 0.7272 -5.1237 0.4866  -0.204
C9 -1.8671 3.1062 4.0147  -0.044
C10 0.7415 -5.0151 1.8845  -0.206
C11 -0.6612 2.4361 4.0790  -0.002
C12 4.6837 -2.4065 2.2904  -0.123
C13 0.0552 -4.1794 -0.2814  -0.052
C14 -3.2897 4.9583 -5.6524  -0.057
C15 -2.3288 2.8057 -7.0961  -0.090
C16 2.5775 -1.8360 1.2754  0.003
C17 -2.8121 3.8447 -4.9736  -0.183
C18 1.4360 -5.9739 2.6936  -0.193
C19 -2.1290 2.5837 -1.7839  -1.076
C20 -2.7411 2.8105 2.9826  -0.024
C21 -2.8164 3.9165 -7.7712  -0.108
C22 -2.3257 2.7715 -5.7161  -0.024
C23 0.0818 -3.9580 2.5027  -0.062
C24 3.2902 -0.6986 3.2466  -0.002
C25 4.4434 -1.4489 3.2620  -0.006
C26 2.3271 -0.8744 2.2484  -0.180
C27 -0.5891 -3.0049 1.7422  -0.684
C28 -0.6074 -3.1104 0.3303  -0.692
C29 3.7345 -2.5887 1.2958  0.007
H1 -3.0246 1.6020 1.2222  0.089
H2 1.8584 -1.9977 0.4933  0.090
H3 -3.6931 3.3108 2.8973  0.114
H4 -3.6700 5.8670 -7.5422  0.099
H5 -2.8195 3.9446 -8.8534  0.094
H6 5.4503 -4.2816 0.8829  0.093
H7 0.0474 2.6353 4.8697  0.117
H8 3.1629 0.0251 4.0357  0.098
H9 0.0943 -3.8665 3.5787  0.114
H10 1.5565 0.9670 3.9190  0.118
H11 -3.6524 5.8253 -5.1291  0.009
H12 0.0493 -4.2577 -1.3580  0.117
H13 5.1699 -1.2918 4.0434  0.122
H14 -2.1253 3.8473 4.7582  0.112
H15 -1.9433 1.8997 -5.2145  0.101
H16 -1.9456 1.9557 -7.6424  0.099
H17 3.8548 -3.3120 0.4976  0.118

Properties
ΔE to the lowest compared entry with this formula, charge and spin	2.662	eV
2S+1	4
total energy	-4811.55781	Ha
charge	-1
gap between HOMO and LUMO (spin up / spin down)	5.467 / 5.443	eV
⟨S²⟩	4.1228
E_HOMO (spin up / spin down)	-5.11 / -5.14	eV